(1)
A single C4H5IO molecule at a distorted geometry. Source: OMol25; level of theory: ωB97M-V/def2-TZVPD.

The geometry in XYZ format:
```
11
Properties=species:S:1:pos:R:3:nbo_charge:R:1
I -0.8463 -2.6022 1.8175 0.0295
O -2.0924 -1.3347 -0.5312 -0.5004
C 0.1818 0.9867 -0.8444 -0.4202
C 0.3717 -0.3715 -0.2234 -0.2600
C -1.1102 -1.3261 0.1125 0.4707
C 0.5622 0.8505 0.5881 -0.4134
H 0.9979 1.3592 -1.3646 0.2089
H -0.1785 1.1670 1.2781 0.2197
H -0.6726 1.1673 -1.3134 0.2263
H 1.2573 -0.8263 -0.4449 0.2205
H 1.5291 0.9302 0.9256 0.2184
```

HOMO-LUMO gap ... 10.09 eV
E_HOMO ... -0.359 Ha
Electronic energy ... -14374.7074 eV
Structure (SMILES) ... O=C(I)C1CC1
Relative energy (zero: lowest compared OMol25 entry of this formula, charge and spin) ... 39.4 kcal/mol



(2)
A molecular structure, C4H5LiNaO at a distorted geometry. Source: OMol25; level of theory: ωB97M-V/def2-TZVPD.

The geometry in XYZ format:
```
12
Properties=species:S:1:pos:R:3:nbo_charge:R:1
Na -0.0958 -0.0421 1.6246 0.3955
O 0.4495 -0.4444 -0.6198 -1.1099
C 2.1209 -2.2180 -0.0693 -0.0235
C 2.3349 -1.9544 -1.4876 -0.5025
C 2.6505 -2.4801 1.1204 -0.4386
C 0.8738 -1.7047 -0.8496 0.0836
Li -0.0457 1.3027 -0.7653 0.6048
H 2.0262 -2.5921 2.0125 0.1830
H 2.4173 -2.7996 -2.1767 0.2250
H 2.9089 -1.0625 -1.7565 0.2232
H 3.7302 -2.5654 1.2650 0.1975
H 0.0777 -2.4521 -0.9889 0.1620
```

Spin multiplicity ... 2
HOMO-LUMO gap (spin up / spin down) ... 4.14 / 8.01 eV
⟨S²⟩ ... 0.750
E_HOMO (spin up / spin down) ... -0.164 / -0.295 Ha
Electronic energy ... -10895.1732 eV
Relative energy (zero: lowest compared OMol25 entry of this formula, charge and spin) ... 0.0 kcal/mol



(3)
A molecular structure, C4H5LiO2Pr at a distorted geometry. Source: OMol25; level of theory: ωB97M-V/def2-TZVPD.

The geometry in XYZ format:
```
13
Properties=species:S:1:pos:R:3:nbo_charge:R:1
Pr 4.4740 1.3411 2.2092 1.8957
O 2.3206 0.1011 1.2638 -0.9730
O -2.1357 1.1324 -0.5138 -0.7446
C -1.7423 0.0650 -0.0428 0.5112
C -0.7279 -0.8026 -0.6659 -0.5484
C 1.3327 0.0973 0.4196 0.2276
C 0.4092 -0.8954 0.2984 -0.3614
Li -1.9405 2.2276 -1.9617 0.9829
H -0.3804 -0.4776 -1.7985 0.2136
H -1.1706 -1.7796 -0.8963 0.2794
H 1.2412 0.9738 -0.2460 0.1126
H 0.4454 -1.7449 0.9841 0.2325
H -2.1256 -0.2381 0.9500 0.1719
```

Spin multiplicity ... 4
HOMO-LUMO gap (spin up / spin down) ... 5.41 / 5.45 eV
⟨S²⟩ ... 3.752
E_HOMO (spin up / spin down) ... -0.501 / -0.501 Ha
Electronic energy ... -22580.6454 eV
Relative energy (zero: lowest compared OMol25 entry of this formula, charge and spin) ... 0.0 kcal/mol
Net charge ... +2



(4)
A molecular structure, C4H5LiO2Zn at a distorted geometry. Source: OMol25; level of theory: ωB97M-V/def2-TZVPD.

The geometry in XYZ format:
```
13
Properties=species:S:1:pos:R:3:nbo_charge:R:1
Zn -0.1475 2.3677 -1.5434 1.5421
O -0.0690 0.5940 -0.7916 -0.7305
O 1.0463 0.9875 1.1971 -0.5783
C -1.0209 -0.2234 -1.2512 0.4206
C -0.9641 -1.4364 -0.4001 -0.6211
C 0.1031 -1.2302 0.6726 -0.5776
C 0.5456 0.1750 0.4904 0.8696
Li 1.4192 2.9368 1.0994 0.9785
H -1.9837 -1.5717 0.0030 0.3266
H -0.2623 -1.3628 1.6992 0.3193
H 1.1507 2.9504 -0.6812 -0.6050
H 0.9821 -1.8802 0.5597 0.3213
H -0.7994 -2.3067 -1.0541 0.3346
```

HOMO-LUMO gap ... 7.83 eV
E_HOMO ... -0.671 Ha
Electronic energy ... -56926.3146 eV
Relative energy (zero: lowest compared OMol25 entry of this formula, charge and spin) ... 0.0 kcal/mol
Net charge ... +2



(5)
A molecular structure, C4H5LiO5Sm at a distorted geometry. Source: OMol25; level of theory: ωB97M-V/def2-TZVPD.

The geometry in XYZ format:
```
16
Properties=species:S:1:pos:R:3:nbo_charge:R:1
Sm 1.3555 4.8870 0.7648 2.1686
O -1.9883 -0.3411 -3.0006 -0.4231
O 2.2150 1.7815 -1.2036 -0.4922
O 2.9706 3.6956 -0.4211 -1.0168
O 0.0303 0.0571 -2.2188 -0.2979
O 4.3595 2.4067 -1.5289 -0.6389
C -0.9102 -0.6960 -2.4690 1.1779
C 2.4800 0.5037 -1.7353 -0.1372
C 1.3316 -0.4137 -1.4965 -0.0704
C 3.2338 2.6335 -1.0980 0.9908
Li 5.0838 4.0940 -0.7995 0.9816
H 1.5509 -1.4257 -1.8482 0.2933
H 1.0466 -0.4272 -0.4388 0.2645
H -2.6720 -1.0374 -3.0354 0.6200
H 2.4194 0.4791 -2.8741 0.2694
H 3.3942 0.0760 -1.3056 0.3105
```

Spin multiplicity ... 7
HOMO-LUMO gap (spin up / spin down) ... 2.27 / 6.07 eV
⟨S²⟩ ... 12.122
E_HOMO (spin up / spin down) ... -0.866 / -0.915 Ha
Electronic energy ... -32525.1745 eV
Net charge ... +4



(6)
A molecular structure, C4H5LiORh at a distorted geometry. Source: OMol25; level of theory: ωB97M-V/def2-TZVPD.

The geometry in XYZ format:
```
12
Properties=species:S:1:pos:R:3:nbo_charge:R:1
Rh 0.4726 0.4062 -2.1471 1.0081
O -0.8790 1.3306 -1.0926 -0.9124
C -0.5805 -1.3648 0.9854 -0.1444
C -1.0220 1.7465 0.1061 -0.0952
C 0.5829 -0.9912 0.5137 0.2912
C 1.7467 -0.6764 -0.0197 -0.5149
Li -2.6519 1.9597 -0.9706 0.9717
H -0.0453 1.7671 0.6533 0.1650
H -0.6672 -1.7962 1.9847 0.2968
H 2.3034 -1.4024 -0.6180 0.3342
H 2.2294 0.2771 0.2171 0.3304
H -1.4892 -1.2563 0.3876 0.2695
```

Spin multiplicity ... 6
HOMO-LUMO gap (spin up / spin down) ... 6.04 / 4.69 eV
⟨S²⟩ ... 8.768
E_HOMO (spin up / spin down) ... -0.550 / -0.662 Ha
Electronic energy ... -9462.0711 eV
Relative energy (zero: lowest compared OMol25 entry of this formula, charge and spin) ... 25.5 kcal/mol
Net charge ... +2



(7)
A molecular structure, C4H5MgNaO3 at a distorted geometry. Source: OMol25; level of theory: ωB97M-V/def2-TZVPD.

The geometry in XYZ format:
```
14
Properties=species:S:1:pos:R:3:nbo_charge:R:1
Mg 0.4654 2.3620 -0.3155 1.7240
Na 0.5790 -2.7579 0.2369 0.9854
O -1.4681 1.1311 -0.3058 -0.6056
O 0.4343 0.5421 -1.1775 -0.6970
O -1.1913 -1.1052 -0.5040 -0.5553
C -2.7560 1.0325 0.3452 -0.2676
C 2.4276 0.5577 0.0379 -0.6858
C 1.3119 -0.1426 -0.2234 -0.1091
C -0.8021 0.0243 -0.6153 1.0254
H 3.0341 0.2578 0.8931 0.2762
H 2.8250 1.3391 -0.6320 0.2106
H -2.9888 2.0516 0.6600 0.2274
H -2.6795 0.3514 1.1976 0.2280
H -3.4747 0.6443 -0.3814 0.2433
```

HOMO-LUMO gap ... 6.74 eV
E_HOMO ... -0.623 Ha
Electronic energy ... -20214.4862 eV
Relative energy (zero: lowest compared OMol25 entry of this formula, charge and spin) ... 53.6 kcal/mol
Net charge ... +2



(8)
A molecular structure, C4H5MgO at a distorted geometry. Source: OMol25; level of theory: ωB97M-V/def2-TZVPD.

The geometry in XYZ format:
```
11
Properties=species:S:1:pos:R:3:nbo_charge:R:1
Mg 0.2730 -1.4816 3.8805 1.9376
O -0.3740 -1.2717 2.1223 -0.9628
C 0.3505 -0.1537 0.1915 -0.1838
C -0.0233 0.7833 -0.7783 -0.2226
C 0.4393 0.7733 -2.0679 -0.0860
C -0.6525 -0.5766 1.1112 0.3507
H 1.2340 0.0898 -2.3734 0.2259
H -1.0195 1.2577 -0.5168 0.2508
H 0.0723 1.4925 -2.7998 0.2447
H 1.4019 -0.2997 0.4516 0.2389
H -1.7016 -0.6132 0.7792 0.2066
```

Spin multiplicity ... 2
HOMO-LUMO gap (spin up / spin down) ... 4.68 / 6.30 eV
⟨S²⟩ ... 0.778
E_HOMO (spin up / spin down) ... -0.616 / -0.679 Ha
Electronic energy ... -11700.6003 eV
Relative energy (zero: lowest compared OMol25 entry of this formula, charge and spin) ... 5.6 kcal/mol
Net charge ... +2



(9)
A single C4H5N molecule at a distorted geometry. Source: OMol25; level of theory: ωB97M-V/def2-TZVPD.

The geometry in XYZ format:
```
10
Properties=species:S:1:pos:R:3:nbo_charge:R:1
N -0.6848 -2.2243 1.8539 -0.5902
C -0.1504 0.8131 0.0954 0.0269
C -0.3915 -1.4223 1.0302 0.5959
C 0.3064 1.6088 -1.0294 -0.7474
C 0.3297 -0.5474 0.2694 -0.5859
H -0.3715 2.4154 -1.0866 0.2322
H -1.6137 -2.6371 1.9251 0.4120
H 1.1995 1.8663 -0.5169 0.2607
H 0.5262 1.0704 -1.9709 0.1896
H 0.8501 -0.9429 -0.5701 0.2061
```

HOMO-LUMO gap ... 7.70 eV
E_HOMO ... -0.275 Ha
Electronic energy ... -5714.2163 eV
Relative energy (zero: lowest compared OMol25 entry of this formula, charge and spin) ... 106.8 kcal/mol



(10)
A single C4H5N molecule at a distorted geometry. Source: OMol25; level of theory: ωB97M-V/def2-TZVPD.

The geometry in XYZ format:
```
10
Properties=species:S:1:pos:R:3:nbo_charge:R:1
N -1.5873 -0.6510 -0.8757 -0.2805
C -1.0940 0.8339 -1.0460 -0.3754
C 1.5841 -0.3858 0.7071 -0.3098
C -0.7872 -0.2727 -0.0399 0.2097
C 0.2234 -0.4244 0.9518 -0.2516
H 2.2671 -0.6095 1.3968 0.1914
H -0.1449 -0.7146 1.9401 0.2281
H -0.5503 0.8582 -2.0085 0.1970
H 1.9957 -0.1679 -0.2532 0.1955
H -1.9067 1.5338 -0.7724 0.1956
```

HOMO-LUMO gap ... 9.75 eV
E_HOMO ... -0.335 Ha
Electronic energy ... -5715.5707 eV
Structure (SMILES) ... C=CC1=NC1
Relative energy (zero: lowest compared OMol25 entry of this formula, charge and spin) ... 75.5 kcal/mol



(11)
A single C4H5N molecule at a distorted geometry. Source: OMol25; level of theory: ωB97M-V/def2-TZVPD.

The geometry in XYZ format:
```
10
Properties=species:S:1:pos:R:3:nbo_charge:R:1
N 1.2215 -0.6252 -0.5060 -0.5482
C 0.2765 -0.1886 0.5325 -0.1761
C 1.3053 0.7224 -0.0672 -0.2258
C -1.1247 -0.1091 0.1373 -0.0268
C -2.2599 0.0988 -0.1943 -0.2253
H -3.3329 0.2173 -0.3397 0.2404
H 0.4250 -0.4097 1.6014 0.2214
H 1.0188 1.5326 -0.7060 0.2026
H 2.1529 1.0002 0.6128 0.1843
H 2.0032 -1.1042 -0.0757 0.3534
```

HOMO-LUMO gap ... 10.60 eV
E_HOMO ... -0.352 Ha
Electronic energy ... -5715.7965 eV
Structure (SMILES) ... C#C[C@@H]1CN1
Relative energy (zero: lowest compared OMol25 entry of this formula, charge and spin) ... 70.3 kcal/mol



(12)
A single C4H5N molecule at a distorted geometry. Source: OMol25; level of theory: ωB97M-V/def2-TZVPD.

The geometry in XYZ format:
```
10
Properties=species:S:1:pos:R:3:nbo_charge:R:1
N 0.6001 -0.3258 -0.0398 -0.4622
C -0.4613 0.3436 0.0961 0.2100
C -1.9158 -0.2276 0.0130 -0.6858
C 1.9199 -0.0782 0.0207 0.1317
C 3.1174 -0.2130 0.0021 -0.2868
H 4.2016 0.0183 -0.1158 0.2472
H -1.9617 -1.3429 -0.0267 0.2379
H -2.4636 -0.0457 -0.9301 0.2368
H -0.5916 1.4907 0.1822 0.1437
H -2.4448 0.3805 0.7983 0.2275
```

HOMO-LUMO gap ... 9.57 eV
E_HOMO ... -0.327 Ha
Electronic energy ... -5715.6916 eV
Structure (SMILES) ... C#C/N=C/C
Relative energy (zero: lowest compared OMol25 entry of this formula, charge and spin) ... 72.8 kcal/mol